Entry from OMol25: C29H36BrINO5S2SiTl as an isolated structure (ωB97M-V with the def2-TZVPD basis set).

lowest unoccupied orbital energy: 0.14 eV
calculated total energy: -154769.93398 eV
molecular weight: 982.02 u
orbital gap: 8.77 eV
energy above the lowest of the compared OMol25 structures with the same formula, charge and spin: 0.0000 eV

The geometry in XYZ format:
```
77
Properties=species:S:1:pos:R:3:forces:R:3:lowdin_charge:R:1
Tl 1.59692 -0.74072 -0.35747 0.713 0.254 0.559 0.889
C -0.10398 -0.14058 -1.52064 0.017 -0.130 -0.103 -0.263
Si -1.47717 0.30433 -0.33410 -0.031 -0.003 0.045 0.633
C -0.71340 0.51928 1.38780 0.030 0.011 0.086 -0.224
N 0.36077 -0.42493 1.73367 -0.005 0.041 0.075 -0.258
C 1.25511 0.08745 2.82473 -0.066 -0.004 -0.020 -0.170
C 1.26221 -0.81574 4.04823 0.035 0.024 0.032 -0.173
C -0.16404 -1.14612 4.47534 -0.025 0.007 -0.012 -0.175
C -0.92082 -1.87099 3.34331 0.002 0.001 0.024 -0.155
C -0.15131 -1.78014 2.02943 0.042 0.027 -0.060 -0.209
C -2.23724 1.95940 -0.74854 -0.040 0.141 0.002 -0.228
C -1.42346 3.09126 -0.87016 0.010 -0.013 -0.034 -0.091
C -1.96447 4.34245 -1.11924 -0.006 -0.001 -0.015 -0.083
C -3.33981 4.48818 -1.24811 -0.004 0.005 0.011 -0.089
C -4.16398 3.37983 -1.13397 0.008 -0.026 -0.011 -0.083
C -3.61575 2.12675 -0.88762 0.014 0.028 -0.034 -0.081
C -2.83804 -0.97569 -0.32042 -0.039 -0.108 0.032 -0.259
C -3.10551 -1.79151 -1.41936 -0.065 -0.008 -0.019 -0.106
C -4.15789 -2.69760 -1.40389 0.038 0.025 -0.009 -0.085
C -4.96151 -2.80977 -0.28086 -0.019 -0.007 0.022 -0.080
C -4.71909 -2.00374 0.82294 0.005 0.001 -0.014 -0.076
C -3.67200 -1.09526 0.79672 0.001 -0.013 -0.003 -0.103
H 0.26340 0.71749 -2.08174 -0.047 0.018 -0.046 0.019
H -0.32948 -0.95522 -2.20710 -0.034 0.015 -0.037 -0.009
H -1.50360 0.54127 2.15058 0.026 -0.005 0.044 0.095
H -0.26966 1.51621 1.37201 -0.027 0.016 -0.024 0.073
H 0.88372 1.07529 3.10757 -0.002 -0.010 0.031 0.120
H 2.26441 0.20887 2.43595 -0.001 -0.014 -0.003 0.099
H 1.79437 -0.29585 4.84735 -0.001 -0.017 0.004 0.119
H 1.83116 -1.72293 3.83617 0.003 -0.008 -0.004 0.118
H -0.67651 -0.21110 4.72183 0.002 0.004 0.003 0.109
H -0.16513 -1.74750 5.38483 0.000 -0.002 0.001 0.106
H -1.92541 -1.45978 3.22866 -0.006 -0.002 -0.012 0.089
H -1.05527 -2.92955 3.57444 0.016 -0.005 0.014 0.116
H -0.77946 -2.09885 1.19323 -0.025 0.017 0.003 0.078
H 0.71243 -2.44581 2.05062 -0.011 -0.018 0.007 0.111
H -0.34674 2.99014 -0.77596 0.008 -0.010 0.027 0.073
H -1.31641 5.20448 -1.21664 0.003 0.004 0.004 0.102
H -3.76663 5.46445 -1.43833 0.000 0.007 -0.009 0.102
H -5.23588 3.48746 -1.24045 -0.004 0.005 0.004 0.103
H -4.27329 1.26899 -0.80999 -0.002 -0.014 0.020 0.097
H -2.49191 -1.72369 -2.30929 0.046 0.004 -0.033 0.090
H -4.35196 -3.31754 -2.26959 0.009 -0.016 -0.024 0.100
H -5.77741 -3.52058 -0.26460 -0.008 -0.006 -0.003 0.104
H -5.34740 -2.08203 1.70069 -0.004 0.003 0.012 0.104
H -3.51124 -0.46459 1.66422 0.023 0.006 0.007 0.097
O 5.23755 -1.05674 1.46880 -0.152 0.113 0.043 -0.293
S 4.25586 -1.46357 0.50396 -0.250 -0.088 -0.204 0.276
O 4.66122 -2.57963 -0.35112 0.270 0.032 0.219 -0.544
O 2.90513 -1.81977 1.15009 -0.071 0.063 -0.124 -0.449
O 3.82125 -0.30014 -0.39847 -0.085 -0.018 -0.047 -0.475
O 1.85406 1.77682 0.25255 -0.058 0.226 -0.151 -0.604
S 2.54043 2.99240 -0.34437 -0.133 -0.370 0.023 0.982
C 4.32680 2.67000 -0.32559 0.076 0.107 0.003 -0.302
C 4.97025 3.82736 0.42753 -0.039 0.005 -0.014 -0.226
C 4.04697 4.08307 1.61599 -0.016 -0.015 -0.016 -0.224
C 2.65121 4.19566 1.01136 0.003 0.060 0.098 -0.307
H 4.67129 2.53401 -1.34882 0.002 0.001 0.017 0.099
H 4.41721 1.71940 0.20060 0.029 -0.034 -0.015 0.077
H 5.01971 4.72012 -0.20307 0.025 -0.003 0.011 0.113
H 5.98832 3.57827 0.72449 -0.013 -0.038 0.027 0.120
H 4.31382 4.97991 2.17460 -0.012 0.007 -0.007 0.114
H 4.08441 3.23399 2.30098 0.023 -0.006 0.002 0.121
H 2.46615 5.18188 0.58279 0.030 0.002 -0.007 0.090
H 1.83183 3.94003 1.68194 -0.008 0.040 0.015 0.093
Br -0.43605 -4.29241 -0.93749 0.062 0.002 -0.019 0.783
C -0.14352 -3.82725 -2.75482 -0.106 -0.021 0.037 -0.723
C -1.22353 -3.95524 -3.61919 0.030 0.026 -0.033 -0.150
C -1.08941 -3.58767 -4.94739 -0.018 0.002 0.005 -0.080
C 0.12390 -3.09605 -5.40743 0.021 -0.003 0.044 -0.082
C 1.19880 -2.98901 -4.53973 -0.081 -0.052 -0.056 -0.151
C 1.08641 -3.35890 -3.19858 -0.234 -0.022 -0.341 -0.724
I 2.75551 -3.15948 -1.97791 0.143 -0.253 -0.104 1.328
H -2.15836 -4.34519 -3.24426 -0.050 -0.001 0.023 0.091
H -1.93178 -3.68557 -5.61945 -0.003 -0.007 0.005 0.106
H 0.23616 -2.80236 -6.44253 0.010 0.001 -0.005 0.105
H 2.14674 -2.61969 -4.90771 0.025 0.016 0.032 0.093
```
Positions in Å, forces in eV/Å.